Entry 1:
{
  "formula": "C7H8",
  "method": "the ωB97M-V functional and the def2-TZVPD basis",
  "elements": ["C", "C", "C", "C", "C", "C", "C", "H", "H", "H", "H", "H", "H", "H", "H"],
  "xyz": [[0.179, -0.280, -1.655], [0.426, -0.014, -0.165], [-0.875, -0.194, 0.670], [-1.527, 1.097, 0.905], [-1.972, 2.198, 1.104], [1.522, -0.849, 0.341], [2.447, -1.505, 0.748], [-0.120, -1.322, -1.811], [-0.616, 0.373, -2.030], [1.087, -0.096, -2.236], [0.741, 1.030, -0.049], [-1.558, -0.875, 0.148], [-0.647, -0.660, 1.634], [-2.361, 3.175, 1.290], [3.274, -2.077, 1.107]],
  "mulliken_charge": [-1.448, 0.575, -0.837, -0.482, 0.128, -0.950, 0.150, 0.358, 0.353, 0.386, 0.241, 0.310, 0.370, 0.402, 0.443],
  "smiles": "C#CC[C@H](C)C#C",
  "orbital_gap_ev": 10.95,
  "charge": 0,
  "homo_ev": -9.9,
  "spin_multiplicity": 1
}


Entry 2:
{
  "formula": "C7H8",
  "method": "the ωB97M-V functional and the def2-TZVPD basis",
  "elements": ["C", "C", "C", "C", "C", "C", "C", "H", "H", "H", "H", "H", "H", "H", "H"],
  "xyz": [[-1.140, -0.195, -1.879], [-0.208, -0.400, -0.843], [0.503, -1.389, -0.072], [1.250, -0.860, 0.891], [1.012, 0.534, 0.844], [-0.475, 0.854, 1.247], [0.067, 0.799, -0.247], [-1.429, -1.154, -2.474], [-1.710, 0.667, -2.131], [0.517, -2.394, -0.390], [1.938, -1.449, 1.480], [1.815, 1.211, 1.042], [-0.883, 1.843, 1.805], [-1.265, 0.120, 1.511], [0.007, 1.812, -0.783]],
  "mulliken_charge": [-0.955, 0.564, -0.700, -0.408, -0.259, -0.640, -0.281, 0.196, 0.337, 0.444, 0.433, 0.429, 0.206, 0.239, 0.394],
  "smiles": "C=C1C=C[C@@H]2C[C@H]12",
  "orbital_gap_ev": 8.44,
  "charge": 0,
  "homo_ev": -7.8,
  "spin_multiplicity": 1
}


Entry 3:
{
  "formula": "C7H8",
  "method": "the ωB97M-V functional and the def2-TZVPD basis",
  "elements": ["C", "C", "C", "C", "C", "C", "C", "H", "H", "H", "H", "H", "H", "H", "H"],
  "xyz": [[-0.055, -1.466, -0.419], [-0.291, -0.023, 0.063], [0.245, 1.049, -0.942], [1.577, 1.081, -0.334], [2.569, 0.674, 0.223], [-1.592, 0.201, 0.668], [-2.545, 0.391, 1.377], [-0.914, -1.849, -0.981], [0.831, -1.534, -1.064], [0.100, -2.126, 0.438], [0.374, 0.242, 0.917], [0.341, 0.713, -1.982], [-0.336, 1.979, -0.923], [3.093, 0.112, 0.964], [-3.396, 0.558, 1.994]],
  "mulliken_charge": [-1.290, 0.966, -0.619, -0.391, -0.075, -1.089, -0.072, 0.367, 0.369, 0.329, 0.128, 0.268, 0.332, 0.337, 0.438],
  "smiles": "C#CC[C@H](C)C#C",
  "orbital_gap_ev": 10.47,
  "charge": 0,
  "homo_ev": -9.5,
  "spin_multiplicity": 1
}


Entry 4:
{
  "formula": "C7H8",
  "method": "the ωB97M-V functional and the def2-TZVPD basis",
  "elements": ["C", "C", "C", "C", "C", "C", "C", "H", "H", "H", "H", "H", "H", "H", "H"],
  "xyz": [[1.212, -0.379, 2.235], [0.415, 0.526, 1.277], [-0.124, 0.264, 0.036], [-0.029, -0.915, -0.812], [-0.742, -0.768, -1.994], [-1.310, 0.550, -2.024], [-0.760, 1.257, -0.865], [0.616, -0.958, 2.983], [2.054, 0.227, 2.693], [1.584, -1.117, 1.479], [-0.092, 1.520, 1.707], [0.577, -1.706, -0.526], [-0.830, -1.774, -2.529], [-1.852, 1.010, -2.945], [-0.719, 2.262, -0.714]],
  "mulliken_charge": [-0.854, 0.061, 0.503, -0.588, -0.321, -0.502, -0.767, 0.269, 0.275, 0.232, 0.200, 0.385, 0.311, 0.287, 0.509],
  "smiles": "CC=C1C=CC=C1",
  "orbital_gap_ev": 7.55,
  "charge": 0,
  "homo_ev": -7.9,
  "spin_multiplicity": 1
}


Entry 5:
{
  "formula": "C7H8",
  "method": "the ωB97M-V functional and the def2-TZVPD basis",
  "elements": ["C", "C", "C", "C", "C", "C", "C", "H", "H", "H", "H", "H", "H", "H", "H"],
  "xyz": [[0.058, -0.124, 2.045], [0.749, 0.425, 2.945], [-0.786, -0.584, 1.200], [-0.896, -0.287, -0.225], [0.344, 0.042, -1.014], [-0.424, 1.119, -0.266], [0.205, 0.028, -2.515], [1.754, 0.194, 3.332], [0.341, 1.374, 3.506], [-1.572, -1.258, 1.687], [-1.721, -0.721, -0.690], [1.408, -0.303, -0.827], [-0.715, 0.558, -2.882], [0.181, -0.920, -3.193], [1.074, 0.458, -3.103]],
  "mulliken_spin": [0.039, 0.009, 0.009, 0.120, 0.175, 1.581, 0.045, 0.006, 0.005, 0.014, -0.011, -0.006, -0.001, 0.016, 0.000],
  "orbital_gap_ev": [8.86, 7.46],
  "charge": 0,
  "homo_ev": [-7.7, -9.0],
  "spin_multiplicity": 3
}


Entry 6:
{
  "formula": "C7H8AuCl2NdO4",
  "method": "the ωB97M-V functional and the def2-TZVPD basis",
  "elements": ["Au", "Nd", "Cl", "Cl", "C", "C", "C", "O", "O", "O", "C", "C", "C", "O", "C", "H", "H", "H", "H", "H", "H", "H", "H"],
  "xyz": [[3.039, -2.776, -4.911], [-0.162, 0.049, -0.565], [2.180, -1.750, -2.992], [-1.716, -1.889, -0.432], [-2.350, 1.341, -0.528], [3.935, -3.554, -6.552], [1.932, -3.740, -6.215], [-3.369, 1.850, -0.287], [4.223, -4.042, -7.562], [1.186, -4.272, -6.934], [-0.459, 2.383, 3.309], [-1.374, 1.245, 3.680], [-1.077, 0.119, 2.693], [-0.317, 0.737, 1.564], [0.083, 2.132, 1.889], [-1.003, 3.326, 3.280], [0.407, 2.485, 3.986], [-2.431, 1.488, 3.570], [-1.170, 0.954, 4.705], [-0.420, -0.679, 3.069], [-1.971, -0.372, 2.268], [-0.342, 2.806, 1.114], [1.176, 2.158, 1.852]],
  "mulliken_spin": [0.499, 3.023, 0.090, -0.009, -0.004, 0.181, 0.235, 0.001, 0.025, -0.031, 0.080, 0.126, 0.057, 0.041, 0.007, 0.104, 0.124, 0.195, 0.110, 0.093, 0.041, 0.011, 0.001],
  "orbital_gap_ev": [6.80, 2.70],
  "charge": 4,
  "homo_ev": [-22.1, -22.9],
  "spin_multiplicity": 6
}